{"formula": "C60H155N5O20", "method": "ωB97M-V/def2-TZVPD", "orbital_gap_ev": 9.195, "e_homo_ev": -8.5, "largest_force_ha_per_bohr": 0.058, "de_lowest_kcal_mol": 0.0, "energy_ha": -4157.28194, "mol_weight_da": 1266.9, "symbols": ["C", "C", "C", "O", "H", "H", "H", "H", "H", "H", "H", "H", "C", "C", "C", "O", "H", "H", "H", "H", "H", "H", "H", "H", "C", "C", "C", "O", "H", "H", "H", "H", "H", "H", "H", "H", "C", "C", "C", "O", "H", "H", "H", "H", "H", "H", "H", "H", "C", "C", "C", "O", "H", "H", "H", "H", "H", "H", "H", "H", "C", "C", "C", "O", "H", "H", "H", "H", "H", "H", "H", "H", "C", "C", "C", "O", "H", "H", "H", "H", "H", "H", "H", "H", "C", "C", "C", "O", "H", "H", "H", "H", "H", "H", "H", "H", "C", "C", "C", "O", "H", "H", "H", "H", "H", "H", "H", "H", "C", "C", "C", "O", "H", "H", "H", "H", "H", "H", "H", "H", "C", "O", "C", "C", "N", "C", "C", "O", "C", "H", "H", "H", "H", "H", "H", "H", "H", "H", "H", "H", "H", "H", "H", "H", "C", "O", "C", "C", "N", "C", "C", "O", "C", "H", "H", "H", "H", "H", "H", "H", "H", "H", "H", "H", "H", "H", "H", "H", "C", "O", "C", "C", "N", "C", "C", "O", "C", "H", "H", "H", "H", "H", "H", "H", "H", "H", "H", "H", "H", "H", "H", "H", "C", "O", "C", "C", "N", "C", "C", "O", "C", "H", "H", "H", "H", "H", "H", "H", "H", "H", "H", "H", "H", "H", "H", "H", "C", "O", "C", "C", "N", "C", "C", "O", "C", "H", "H", "H", "H", "H", "H", "H", "H", "H", "H", "H", "H", "H", "H", "H"], "positions_angstrom": [[5.73069, -5.20900, -2.15769], [4.63065, -4.19199, -1.83265], [3.23420, -4.78056, -2.07858], [4.81505, -3.75983, -0.48864], [5.30470, -6.16290, -2.57201], [6.12857, -5.65939, -1.24672], [6.49695, -4.81484, -2.76643], [4.84717, -3.31335, -2.42229], [3.13611, -5.65781, -1.45813], [3.12632, -4.99997, -3.14516], [2.45401, -4.10925, -1.74261], [4.47945, -4.40225, 0.16799], [-1.44917, -6.13432, 1.24006], [-0.57721, -5.34408, 2.20771], [-0.10063, -6.23667, 3.35855], [0.56965, -4.86621, 1.48128], [-1.92319, -5.61117, 0.41030], [-2.14164, -6.79546, 1.81836], [-0.82297, -6.81830, 0.65449], [-1.19284, -4.53856, 2.60291], [0.19052, -5.68456, 4.21863], [0.71803, -6.88482, 2.97096], [-0.88149, -6.85815, 3.77695], [0.18552, -4.47796, 0.64804], [7.72352, -1.52006, 1.35678], [6.76150, -0.49974, 0.67803], [7.47585, 0.77071, 0.16536], [6.18209, -1.07893, -0.46587], [7.17080, -2.44682, 1.45585], [8.07872, -1.27623, 2.35316], [8.55813, -1.64999, 0.65654], [5.96396, -0.12172, 1.41083], [6.92516, 1.12990, -0.67922], [8.53721, 0.61520, -0.14607], [7.51141, 1.56104, 0.91692], [6.11470, -2.01461, -0.47334], [4.44941, -2.74410, 3.11241], [3.56333, -3.96351, 3.14635], [3.75403, -4.65220, 4.46418], [2.24895, -3.60732, 2.99262], [4.19046, -2.17678, 2.24799], [5.54045, -2.94787, 3.15855], [4.13900, -2.07979, 3.94497], [3.80708, -4.67459, 2.31819], [3.37839, -5.65972, 4.36664], [3.26469, -4.07603, 5.25374], [4.77907, -4.75108, 4.77543], [1.75044, -4.08497, 2.28400], [6.94899, 4.86579, -2.01287], [5.57463, 4.84738, -2.60847], [5.41313, 3.75889, -3.72914], [4.66945, 4.63057, -1.53533], [7.61022, 5.24925, -2.83202], [7.36648, 3.86257, -1.76108], [7.07645, 5.54156, -1.18282], [5.47319, 5.88307, -3.04711], [5.52521, 2.75408, -3.24893], [6.26030, 3.85161, -4.43921], [4.46461, 3.65226, -4.22701], [3.72292, 4.70897, -1.82740], [-5.58145, -2.71134, 4.46989], [-4.49440, -2.67693, 3.42585], [-4.98561, -2.69352, 1.98053], [-3.72976, -1.50107, 3.59449], [-6.08879, -3.70412, 4.37139], [-6.30114, -1.88423, 4.42329], [-5.13405, -2.76715, 5.47223], [-3.89033, -3.54348, 3.59236], [-4.17426, -2.44363, 1.29013], [-5.73261, -1.89498, 1.85799], [-5.53256, -3.53690, 1.68413], [-3.79128, -1.20980, 4.48783], [-7.36071, 3.25469, -0.13469], [-7.13317, 1.77138, -0.52527], [-5.77508, 1.15857, -0.08266], [-8.21222, 0.92056, 0.08873], [-8.36059, 3.67554, -0.37132], [-6.61765, 3.89928, -0.60765], [-7.23312, 3.33927, 0.92892], [-7.22729, 1.69363, -1.66196], [-5.53878, 1.18508, 1.02065], [-4.91904, 1.60849, -0.52926], [-5.67154, 0.05138, -0.37204], [-8.71116, 0.62106, -0.68004], [-4.00272, 5.77922, 3.49833], [-3.43912, 5.47596, 2.17055], [-1.92062, 5.13656, 2.31510], [-4.08914, 4.32491, 1.63798], [-3.85837, 6.84344, 3.69887], [-3.44495, 5.31011, 4.33972], [-5.10118, 5.66966, 3.54775], [-3.58586, 6.32184, 1.45994], [-1.43877, 4.93553, 1.37664], [-1.91565, 4.31264, 2.99131], [-1.51794, 6.02700, 2.77436], [-4.98253, 4.26191, 1.99072], [-1.75111, -2.38411, -2.51965], [-1.55265, -3.58768, -1.66362], [-1.55214, -4.89905, -2.41205], [-0.31640, -3.55228, -0.90769], [-0.82151, -2.20071, -3.08843], [-1.91100, -1.44217, -2.02526], [-2.53362, -2.61524, -3.24120], [-2.38262, -3.56761, -0.96614], [-2.25823, -4.93330, -3.19734], [-1.76895, -5.72187, -1.71856], [-0.58803, -4.99580, -2.82371], [-0.03985, -2.66318, -0.56975], [-0.19997, -3.40452, 5.79002], [-0.33514, -2.23360, 4.88353], [-1.08277, -1.10703, 5.56289], [0.95988, -1.69660, 4.50126], [0.39588, -4.19312, 5.35332], [-1.21709, -3.81712, 6.16887], [0.43372, -3.07938, 6.61564], [-0.88835, -2.45708, 3.99954], [-2.08172, -1.46935, 5.79831], [-1.16754, -0.17049, 4.95462], [-0.62701, -0.90966, 6.51160], [1.43316, -2.36259, 3.92348], [-2.68156, -1.24288, 9.22040], [-3.26916, -0.15328, 8.50549], [-4.59516, -0.47972, 8.13337], [-5.03107, 0.56689, 7.09620], [-4.05280, 0.55583, 6.02015], [-3.97219, 1.70471, 5.10810], [-4.98420, 1.76768, 3.99664], [-6.33181, 1.86831, 4.50188], [-7.36757, 1.66148, 3.53242], [-2.50305, -2.04072, 8.48068], [-3.22533, -1.64490, 10.11653], [-1.70356, -0.90453, 9.49807], [-5.28067, -0.58699, 8.97472], [-4.57633, -1.44568, 7.53937], [-5.14415, 1.56148, 7.58536], [-5.99106, 0.28850, 6.71196], [-3.14345, 0.50195, 6.45809], [-2.95103, 1.71467, 4.68870], [-4.01561, 2.67718, 5.62944], [-4.85281, 0.88077, 3.36023], [-4.79382, 2.65391, 3.40013], [-7.19758, 2.21464, 2.63349], [-8.29478, 2.01364, 3.99308], [-7.48502, 0.59491, 3.31554], [-0.91703, 6.09771, -5.41626], [0.24365, 5.78608, -4.58289], [0.40498, 6.59785, -3.42647], [1.73891, 6.28056, -2.84185], [1.97408, 5.07408, -2.07291], [1.37539, 5.16540, -0.78199], [1.87326, 3.95281, 0.01810], [1.34583, 4.03484, 1.38987], [1.83244, 2.97814, 2.23053], [-1.85124, 5.78318, -4.95924], [-0.65364, 5.49011, -6.31581], [-0.83425, 7.19378, -5.60723], [-0.43464, 6.45826, -2.69617], [0.48479, 7.62811, -3.76898], [2.10573, 7.12719, -2.25641], [2.39073, 6.29187, -3.72825], [1.49527, 4.29104, -2.50055], [0.28554, 5.09911, -0.79318], [1.68754, 6.03033, -0.14363], [2.96884, 3.98793, 0.09173], [1.48953, 3.04571, -0.45797], [1.62769, 1.94223, 1.82481], [1.31129, 3.07693, 3.16069], [2.88179, 3.11666, 2.48010], [3.66797, 1.32559, -1.39076], [2.69783, 0.75475, -0.52100], [2.82735, -0.65845, -0.54073], [1.95402, -1.31031, 0.49758], [0.56886, -1.11468, 0.15106], [-0.39957, -1.22561, 1.16406], [-1.74416, -0.77536, 0.63711], [-1.83319, 0.52674, 0.15415], [-2.03188, 1.48424, 1.12920], [3.39269, 1.28898, -2.47390], [4.63075, 0.86256, -1.26287], [3.83268, 2.38348, -1.19948], [3.82458, -0.94200, -0.24163], [2.69905, -0.94814, -1.60782], [2.14448, -0.81924, 1.50335], [2.10110, -2.36229, 0.44786], [0.50926, -0.24726, -0.35189], [-0.10139, -0.68881, 2.03767], [-0.45758, -2.22636, 1.56924], [-2.48095, -0.90920, 1.40314], [-1.89394, -1.47876, -0.19535], [-2.93249, 1.20968, 1.70030], [-2.28533, 2.44495, 0.55089], [-1.08527, 1.59230, 1.69324], [5.13452, -0.43247, -4.24880], [3.82900, -1.04961, -4.14965], [3.34734, -1.27649, -5.44496], [1.85486, -1.63897, -5.35544], [1.33182, -2.22016, -6.60727], [1.21322, -3.65968, -6.64293], [1.17157, -4.24275, -8.01246], [-0.06100, -4.05423, -8.65470], [-0.03697, -4.22301, -10.09726], [5.09342, 0.54456, -4.67257], [5.81114, -0.99597, -4.88257], [5.43668, -0.43552, -3.18279], [3.88418, -2.05174, -5.95591], [3.41071, -0.35883, -6.15177], [1.39516, -0.67045, -5.16287], [1.59031, -2.23833, -4.49060], [0.42267, -1.85929, -6.88203], [0.39394, -3.92276, -5.95297], [2.09148, -4.14134, -6.11492], [1.39805, -5.32503, -7.97376], [1.98856, -3.67022, -8.62687], [-1.06483, -4.33905, -10.43744], [0.48343, -5.11278, -10.43098], [0.36533, -3.38982, -10.58633], [1.80070, 2.62928, -5.22736], [1.11290, 2.54020, -3.94377], [0.68658, 1.20390, -3.74506], [-0.29911, 1.14122, -2.57013], [-1.66623, 1.48533, -2.90374], [-1.73774, 2.80284, -3.45140], [-3.19293, 3.26258, -3.62149], [-3.92528, 3.44121, -2.42868], [-3.52169, 4.58690, -1.69727], [1.79550, 3.70424, -5.49048], [1.35325, 2.02923, -5.98106], [2.83765, 2.30319, -5.04516], [1.63048, 0.66632, -3.62944], [0.14903, 0.89886, -4.70157], [0.07343, 1.70238, -1.78066], [-0.26649, 0.13101, -2.03955], [-2.18266, 1.33337, -2.07058], [-1.36923, 2.78809, -4.48646], [-1.11512, 3.49637, -2.93936], [-3.79413, 2.54076, -4.15664], [-3.18603, 4.18935, -4.13731], [-3.95289, 4.42041, -0.72907], [-3.88709, 5.53434, -2.17021], [-2.40083, 4.61547, -1.47765]]}